# 1
DFT (wB97M-V/def2-TZVPD) results for an isolated ion of composition C4H9NO2 and charge +1 in a non-equilibrium geometry.

Element x y z (Å)
C  -0.274  0.893  -0.280
C  0.386  -0.497  -0.351
C  0.647  -1.030  -1.730
O  -0.477  -1.515  0.326
C  -0.125  1.515  1.127
N  -0.574  0.667  2.112
O  0.447  2.556  1.399
H  -1.326  0.847  -0.586
H  0.151  1.565  -1.074
H  1.396  -0.539  0.347
H  0.119  -0.455  -2.556
H  0.306  -2.124  -1.816
H  1.747  -1.109  -1.849
H  -1.364  -1.279  -0.025
H  -0.909  -0.220  1.944
H  -0.149  0.727  3.011

Computed properties:
Multiplicity: 2
Frontier orbital gap (alpha / beta) (eV): 10.702 / 5.630
Total charge: +1
Energy above the lowest of the compared OMol25 structures with the same formula, charge and spin (kcal per mole): 51.76
Total energy (hartree): -362.67751

Atom charges from the Löwdin analysis, given in e for atoms 1 to 2: number 1, C, carries -0.02; number 2, C, carries -0.39

---

# 2
DFT (wB97M-V/def2-TZVPD) results for a 2-piece molecular cluster, C3H10N3S overall in a non-equilibrium geometry.

Element x y z (Å)
C  -1.190  -0.976  -0.036
C  1.367  1.736  -0.152
C  0.677  0.482  -0.507
N  -2.390  -1.058  0.540
N  -0.738  -1.914  -0.860
N  -0.430  0.112  0.202
S  2.726  -1.243  0.230
H  2.365  1.743  -0.581
H  0.830  2.597  -0.562
H  1.444  1.867  0.926
H  0.784  0.082  -1.501
H  -3.005  -1.837  0.366
H  -2.760  -0.296  1.084
H  -1.295  -2.726  -1.075
H  0.256  -1.975  -1.040
H  -0.669  0.698  0.997
H  2.677  -0.977  1.529

Computed properties:
Multiplicity: 1
Frontier orbital gap (alpha / beta) (eV): 7.659 / 6.956
Total charge: +1
Energy above the lowest of the compared OMol25 structures with the same formula, charge and spin (kcal per mole): 35.92
Total energy (hartree): -682.48325

Atom charges from the Löwdin analysis, given in e for atoms 1 to 2: number 1, C, carries -0.39; number 2, C, carries -0.09

---

# 3
DFT (wB97M-V/def2-TZVPD) results for an isolated ion of composition C4H13N2 and charge +1 in a non-equilibrium geometry.

Element x y z (Å)
C  -0.163  -0.451  -2.315
C  -0.273  -0.366  -0.827
N  0.893  -1.128  -0.161
C  -0.202  0.983  -0.056
C  -0.645  1.021  1.468
N  0.294  0.200  2.250
H  0.129  -1.442  -2.646
H  -1.196  -0.356  -2.649
H  0.386  0.316  -2.827
H  -1.200  -0.711  -0.355
H  0.938  -1.002  0.884
H  0.720  -2.138  -0.264
H  1.761  -1.028  -0.688
H  -0.749  1.753  -0.608
H  0.841  1.322  -0.006
H  -0.731  2.111  1.547
H  -1.636  0.572  1.626
H  0.981  0.777  2.722
H  -0.148  -0.433  2.903

Computed properties:
Multiplicity: 1
SMILES: C[C@@H]([NH3+])CCN
Frontier orbital gap (eV): 10.933
Total charge: +1
Energy above the lowest of the compared OMol25 structures with the same formula, charge and spin (kcal per mole): 24.85
Total energy (hartree): -269.46109

Atom charges from the Löwdin analysis, given in e for atoms 1 to 2: number 1, C, carries -0.03; number 2, C, carries -0.32

---

# 4
DFT (wB97M-V/def2-TZVPD) results for C36H50ClNO8PTi as an isolated structure in a non-equilibrium geometry.

Element x y z (Å)
Ti  0.580  0.002  0.517
O  -0.663  -2.197  -2.533
C  0.057  -1.554  -1.697
O  -0.282  -0.490  -1.160
C  1.438  -2.042  -1.328
C  2.125  -3.176  -1.716
C  3.399  -3.359  -1.196
C  3.907  -2.463  -0.258
C  3.126  -1.390  0.118
N  1.959  -1.163  -0.481
C  3.274  -0.369  1.210
O  4.273  -0.253  2.022
O  2.328  0.402  1.323
H  -1.519  -1.697  -2.709
H  1.680  -3.888  -2.400
H  3.989  -4.213  -1.503
H  4.890  -2.626  0.167
H  4.981  -0.904  1.891
C  -2.236  -2.686  -4.703
C  -3.298  -2.098  -3.777
C  -4.470  -1.557  -4.608
C  -2.800  -0.981  -2.881
C  -3.400  -0.768  -1.646
C  -3.202  0.401  -0.913
C  -4.148  0.695  0.250
C  -4.155  -0.386  1.334
C  -5.574  0.862  -0.296
C  -2.272  1.342  -1.383
C  -1.573  1.102  -2.576
C  -1.876  -0.033  -3.323
C  -0.572  2.107  -3.125
C  -1.229  3.017  -4.167
C  0.662  1.433  -3.732
C  -2.301  2.742  -0.816
C  -3.364  3.518  -1.295
C  -3.575  4.825  -0.894
C  -2.697  5.393  0.028
C  -1.642  4.637  0.499
C  -1.417  3.317  0.083
P  0.049  2.502  0.818
C  1.577  3.360  0.080
C  1.271  4.731  -0.529
C  2.707  3.532  1.107
C  2.063  2.417  -1.060
C  -0.171  2.808  2.682
C  0.184  4.238  3.170
C  0.699  1.806  3.458
C  -1.641  2.502  3.020
H  -2.638  -3.563  -5.210
H  -1.334  -3.004  -4.168
H  -1.944  -1.975  -5.480
H  -3.682  -2.896  -3.136
H  -4.153  -0.683  -5.183
H  -5.306  -1.266  -3.970
H  -4.825  -2.316  -5.307
H  -4.120  -1.499  -1.288
H  -3.849  1.638  0.708
H  -4.273  -1.384  0.907
H  -4.989  -0.220  2.018
H  -3.241  -0.375  1.921
H  -5.990  -0.107  -0.580
H  -5.601  1.507  -1.176
H  -6.224  1.296  0.465
H  -1.413  -0.164  -4.297
H  -0.241  2.734  -2.292
H  -1.623  2.423  -4.995
H  -0.503  3.726  -4.572
H  -2.053  3.587  -3.736
H  0.425  0.952  -4.683
H  1.083  0.673  -3.065
H  1.437  2.175  -3.936
H  -4.040  3.063  -2.010
H  -4.409  5.390  -1.289
H  -2.829  6.411  0.371
H  -0.985  5.091  1.223
H  0.959  5.461  0.216
H  0.502  4.684  -1.300
H  2.189  5.109  -0.986
H  2.454  4.217  1.910
H  3.569  3.957  0.585
H  3.020  2.591  1.550
H  2.211  2.974  -1.985
H  1.355  1.614  -1.309
H  3.019  1.955  -0.803
H  0.701  4.855  2.441
H  0.833  4.177  4.046
H  -0.716  4.774  3.473
H  1.764  1.986  3.322
H  0.479  0.765  3.202
H  0.477  1.913  4.522
H  -2.331  3.155  2.492
H  -1.778  2.669  4.091
H  -1.910  1.467  2.804
O  -1.175  -2.620  0.627
Cl  -0.866  -1.780  1.735
O  0.628  -1.665  1.859
O  -1.498  -2.141  2.929
O  -1.178  -0.339  1.376

Computed properties:
Multiplicity: 2
Frontier orbital gap (alpha / beta) (eV): 6.203 / 6.208
Total charge: +2
Energy above the lowest of the compared OMol25 structures with the same formula, charge and spin (kcal per mole): 47.46
Total energy (hartree): -3708.79160

Atom charges from the Löwdin analysis, given in e for atoms 1 to 2: number 1, Ti, carries 0.95; number 2, O, carries 0.18